No. 1
Computed, not measured: one molecule with the formula C22H17N3O4S2 at a distorted geometry, with ωB97M-V/def2-TZVPD.

Properties
Kohn-Sham gap   7.8 eV
Energy relative to the best compared isomer or geometry (same formula, charge and spin)   0.0 kcal/mol
SMILES   CS(=O)(=O)Cc1nc(-c2ccc3[nH]c4c5c(c6c(c4c3c2)C(=O)NC6=O)CCC5)cs1
HOMO level   -8.1425 eV

Geometry as ORCA input:
```
! wB97M-V def2-TZVPD RIJCOSX def2/J DEFGRID3
* xyz 0 1
C 1.2096 5.4562 3.9493
S 1.2449 4.9645 2.2051
O -0.0641 4.4147 1.7292
O 1.5244 6.0994 1.2650
C 2.6013 3.8337 2.1478
C 2.0369 2.5802 2.5280
N 1.4627 1.7303 1.6791
C 0.6506 0.7490 2.2724
C -0.3810 -0.1570 1.7301
C -1.3567 -0.8044 2.4801
C -2.1125 -1.8255 1.8280
C -2.0968 -2.0636 0.4844
N -2.8108 -2.8912 -0.3998
C -2.3232 -2.6929 -1.6766
C -2.7054 -3.3038 -2.8701
C -2.1009 -3.0335 -4.0493
C -1.0343 -2.1473 -4.0488
C -0.5437 -1.5590 -2.8570
C -1.2431 -1.7499 -1.6640
C -1.1737 -1.3248 -0.2265
C -0.2445 -0.4693 0.3920
C 0.8035 -0.9881 -3.1752
O 1.4935 -0.3798 -2.3907
N 1.1059 -1.3381 -4.4507
C -0.0485 -1.9143 -5.0655
O -0.2360 -2.2332 -6.2625
C -2.5919 -3.7668 -5.1650
C -3.9374 -4.3259 -4.5915
C -3.9654 -4.2724 -3.0566
C 0.8134 0.7813 3.6392
S 1.8787 2.0303 4.2305
H 0.8667 4.6934 4.5873
H 0.6627 6.2709 4.1941
H 2.2584 5.6889 4.2136
H 2.8946 3.6957 1.1194
H 3.4234 4.1951 2.7974
H -1.5153 -0.7594 3.6184
H -2.6174 -2.5305 2.5225
H -3.6892 -3.3739 -0.1228
H 0.6977 -0.0844 -0.2157
H 1.8829 -0.9849 -4.9993
H -2.8493 -3.1116 -5.9576
H -1.9552 -4.5262 -5.4243
H -4.6722 -3.6600 -5.0400
H -4.2934 -5.2510 -5.0701
H -3.7419 -5.2485 -2.6416
H -4.8854 -3.9815 -2.7168
H 0.4946 0.0498 4.3962
*
```

=====

No. 2
Computed, not measured: C3H3BeFO2 as an isolated structure at a distorted geometry, with ωB97M-V/def2-TZVPD.

Properties
Kohn-Sham gap (alpha / beta)   9.3 / 5.5 eV
Energy relative to the best compared isomer or geometry (same formula, charge and spin)   14.8 kcal/mol
HOMO level (alpha / beta)   -10.0684 / -7.9129 eV

Geometry as ORCA input:
```
! wB97M-V def2-TZVPD RIJCOSX def2/J DEFGRID3
* xyz 0 1
H -0.2720 -0.9201 -0.9801
F -2.8245 1.0715 -0.2544
O -1.0212 2.1415 -1.6978
O 0.5313 0.7587 -2.3592
C -0.8231 1.1813 -0.6967
C -0.1600 0.1259 -1.2989
C -0.5386 1.5216 -2.8730
H -0.8005 1.5278 0.3326
H -1.2068 0.3871 -2.9378
Be -0.1329 2.4718 -3.9011
*
```

=====

No. 3
Computed, not measured: one molecule with the formula C4H6O2, with ωB97M-V/def2-TZVPD.

Properties
Kohn-Sham gap   10.5 eV
Energy relative to the best compared isomer or geometry (same formula, charge and spin)   44.3 kcal/mol
SMILES   O=C1CC[C@@H]1O
HOMO level   -9.5078 eV

Geometry as ORCA input:
```
! wB97M-V def2-TZVPD RIJCOSX def2/J DEFGRID3
* xyz 0 1
O 0.5969 1.2924 -1.7742
C 0.1481 0.5386 -0.9551
C -1.0943 0.5664 -0.0834
C -0.5966 -0.6791 0.6741
C 0.7435 -0.6454 -0.0763
O 1.6469 0.2581 0.5712
H -1.2554 1.4637 0.5171
H -1.9546 0.3945 -0.7325
H -1.2052 -1.5668 0.4675
H -0.4940 -0.5694 1.7545
H 1.2421 -1.6185 -0.2113
H 2.2226 0.5654 -0.1515
*
```

=====

No. 4
Computed, not measured: a 2-piece molecular cluster, C4H10NO3 overall, with ωB97M-V/def2-TZVPD.

Properties
Kohn-Sham gap   7.2 eV
Energy relative to the best compared isomer or geometry (same formula, charge and spin)   59.4 kcal/mol
HOMO level   -3.6930 eV

Geometry as ORCA input:
```
! wB97M-V def2-TZVPD RIJCOSX def2/J DEFGRID3
* xyz -1 1
O -2.8441 -0.7784 0.8870
C -1.9123 -1.3866 0.4230
C -0.9414 -0.8521 -0.6023
C 0.1994 -0.2137 0.1899
C 1.4125 0.1505 -0.6947
O 2.5192 0.5368 0.0251
N -1.5900 0.1049 -1.5273
H -1.6963 -2.4210 0.7669
H -0.6005 -1.7068 -1.1763
H 0.6272 -0.8666 0.9483
H -0.1576 0.6597 0.7367
H 1.6172 -0.7697 -1.2785
H 1.1343 0.9159 -1.4564
H -1.1611 1.0116 -1.3674
H -2.5352 0.2451 -1.1699
H 1.6908 2.5366 1.8547
H 2.2489 1.1563 1.2492
O 1.9892 1.6774 2.1920
*
```

=====

No. 5
Computed, not measured: C2H7N2S2 as an isolated structure at a distorted geometry, with ωB97M-V/def2-TZVPD.

Properties
Kohn-Sham gap   9.3 eV
Energy relative to the best compared isomer or geometry (same formula, charge and spin)   46.4 kcal/mol
HOMO level   -13.8014 eV

Geometry as ORCA input:
```
! wB97M-V def2-TZVPD RIJCOSX def2/J DEFGRID3
* xyz 1 1
C -0.2381 1.5308 0.3681
C 0.2420 -0.0012 -0.2633
N -1.6087 -0.0680 1.8541
N 1.0413 0.3074 -1.3171
S 0.4429 2.8001 -0.3520
S -1.3876 1.6316 1.6335
H -0.7415 -0.4895 -0.4938
H 0.6758 -0.5647 0.6125
H -1.1857 -0.3765 2.7142
H -2.4978 -0.5472 1.8045
H 1.0839 1.6176 -1.4586
H 0.8796 -0.1974 -2.2457
H 1.9822 -0.0138 -1.0789
*
```

=====

No. 6
Computed, not measured: a 6-piece molecular cluster, C26H69N7O10S overall at a distorted geometry, with ωB97M-V/def2-TZVPD.

Properties
Kohn-Sham gap   8.6 eV
SMILES   NCOC(=O)NCCCCS(=O)(=O)O.COC[C@@H](C)N.COC[C@@H](C)N.COC[C@@H](C)N.COC[C@@H](C)N.COC[C@@H](C)N
HOMO level   -8.7706 eV

Geometry as ORCA input:
```
! wB97M-V def2-TZVPD RIJCOSX def2/J DEFGRID3
* xyz 0 1
N 0.3538 -3.4793 4.4940
C -0.7329 -3.3264 5.5358
O -1.5336 -2.1419 5.1478
C -1.7150 -2.1020 3.6886
O -2.3777 -3.1444 3.1325
N -1.2059 -1.0396 2.7401
C -1.0878 0.3234 3.3854
C 0.2035 0.5079 4.3785
C 1.6668 0.3019 3.6497
C 2.7318 -0.5200 4.6198
S 3.9419 -1.4912 3.5242
O 3.1848 -2.7382 3.0059
O 4.2685 -0.5834 2.3139
O 5.3585 -1.8884 4.4154
H 1.3143 -3.4814 4.9015
H 0.1863 -4.2772 3.8424
H -1.4457 -4.2610 5.5912
H -0.3419 -3.1306 6.6292
H -0.3316 -1.3429 2.2578
H -2.0747 0.5188 3.9891
H -0.9779 1.1239 2.5231
H 0.2005 1.6278 4.7868
H 0.1724 -0.1749 5.3435
H 2.1329 1.3613 3.4761
H 1.5367 -0.2889 2.6470
H 2.1496 -1.2513 5.3451
H 3.2858 0.2928 5.2732
H 5.8033 -1.0132 4.6306
C -3.7172 -0.4727 -3.7100
O -3.4099 0.7214 -3.0065
C -3.8739 0.7463 -1.6532
C -2.9485 0.0193 -0.6506
C -3.0600 -1.5024 -0.7110
N -1.5414 0.4033 -0.8402
H -4.6817 -0.8935 -3.4101
H -2.9201 -1.2041 -3.5694
H -3.7601 -0.2354 -4.7774
H -3.9060 1.8069 -1.3729
H -4.9054 0.3796 -1.5890
H -3.2536 0.3241 0.3574
H -2.5491 -1.9294 -1.5779
H -2.6047 -1.9531 0.1790
H -4.1081 -1.8178 -0.7422
H -1.4578 1.4115 -0.7053
H -1.3226 0.2744 -1.8325
C 1.0638 -6.0854 -2.2865
O 0.3194 -6.1871 -1.0822
C 0.9640 -5.6176 0.0612
C 0.7966 -4.0860 0.1880
C 1.6864 -3.2942 -0.7674
N -0.6023 -3.6785 -0.0133
H 2.1414 -6.1684 -2.1155
H 0.8277 -5.1485 -2.7931
H 0.7544 -6.9020 -2.9461
H 0.4828 -6.0816 0.9316
H 2.0196 -5.9125 0.0996
H 1.0910 -3.8073 1.2068
H 1.3170 -3.3055 -1.7961
H 1.7347 -2.2429 -0.4595
H 2.7087 -3.6864 -0.7669
H -1.1804 -4.1397 0.6901
H -0.9164 -4.0961 -0.8942
C -8.0133 -0.7315 -1.0948
O -6.8688 -1.4581 -0.6739
C -6.7200 -1.5564 0.7458
C -7.5640 -2.6759 1.3972
C -9.0443 -2.3253 1.5289
N -7.4365 -3.9436 0.6622
H -8.2503 0.0957 -0.4189
H -8.8672 -1.4036 -1.1911
H -7.8068 -0.3192 -2.0871
H -5.6614 -1.7918 0.9149
H -6.8996 -0.5859 1.2237
H -7.1784 -2.8286 2.4122
H -9.5813 -2.3962 0.5795
H -9.5382 -3.0141 2.2246
H -9.1736 -1.3108 1.9199
H -6.4544 -4.2210 0.6590
H -7.6335 -3.7444 -0.3230
C 1.8047 5.3044 1.4742
O 1.9814 3.9007 1.5897
C 1.4456 3.1457 0.4986
C 2.3697 3.0736 -0.7387
C 2.3791 4.3556 -1.5682
N 3.7512 2.7389 -0.3605
H 0.8609 5.5642 0.9853
H 2.6471 5.7436 0.9380
H 1.8003 5.7293 2.4827
H 1.3171 2.1254 0.8821
H 0.4435 3.5032 0.2333
H 1.9889 2.2748 -1.3860
H 2.9666 5.1533 -1.1064
H 2.8198 4.1676 -2.5545
H 1.3615 4.7279 -1.7260
H 3.7496 1.8340 0.1116
H 4.0316 3.3937 0.3754
C 5.8038 4.8218 -2.8613
O 5.2965 5.7365 -3.8210
C 6.2947 6.3326 -4.6549
C 6.7319 5.4544 -5.8497
C 7.6710 4.3158 -5.4582
N 5.5717 4.8944 -6.5597
H 6.7858 5.1210 -2.4827
H 5.8476 3.8190 -3.2885
H 5.1039 4.7899 -2.0206
H 5.8351 7.2441 -5.0580
H 7.1550 6.6596 -4.0586
H 7.2811 6.0988 -6.5464
H 7.1507 3.4885 -4.9686
H 8.1584 3.9011 -6.3486
H 8.4582 4.6709 -4.7851
H 4.9958 5.6647 -6.9010
H 4.9771 4.4413 -5.8595
*
```

=====

No. 7
Computed, not measured: one molecule with the formula C12H16ClNO5S at a distorted geometry, with ωB97M-V/def2-TZVPD.

Properties
Kohn-Sham gap   8.8 eV
SMILES   COCCCN(CC(=O)O)S(=O)(=O)c1cccc(Cl)c1
HOMO level   -9.4275 eV

Geometry as ORCA input:
```
! wB97M-V def2-TZVPD RIJCOSX def2/J DEFGRID3
* xyz 0 1
C -0.3550 -4.0069 -0.7353
O 0.5296 -2.9467 -0.1840
C 0.6867 -1.9124 -0.9392
C -0.5687 -1.1580 -1.2812
C -1.4327 -0.8429 0.3562
N -1.6504 0.7010 0.2744
C -2.6979 1.4425 -0.2864
C -2.0293 2.1822 -1.5082
O -2.2913 1.7137 -2.6545
O -1.3130 3.3348 -1.1399
S -0.9322 1.4658 1.5615
O -1.1301 0.7598 2.8954
O -1.2741 3.0389 1.5362
C 0.7529 1.2820 1.1830
C 1.6346 0.2223 2.0257
C 2.9672 0.2599 1.8773
C 3.4984 0.6989 0.5698
C 2.6619 1.4689 -0.0196
Cl 3.5306 2.2806 -1.6330
C 1.4322 1.5833 0.1954
H 0.1893 -4.2809 -1.7915
H -1.4682 -3.7359 -0.9756
H -0.3723 -4.6806 -0.1376
H 1.0890 -2.1120 -1.8693
H 1.3656 -1.4657 -0.3603
H -0.3012 -0.1239 -1.4967
H -1.2970 -1.4558 -1.9864
H -0.6925 -1.0710 1.1048
H -2.2623 -1.1818 0.1788
H -3.4342 0.6235 -0.5704
H -3.2444 2.1608 0.0915
H -1.3951 3.2155 -0.0078
H 1.0263 0.0905 3.1750
H 3.5014 -0.4415 2.4057
H 4.5146 0.5823 0.5733
H 0.7616 2.3090 -0.4271
*
```

=====

No. 8
Computed, not measured: C9H21AuN2O8P2SSe as an isolated structure, with ωB97M-V/def2-TZVPD.

Properties
Kohn-Sham gap (alpha / beta)   10.0 / 6.3 eV
Energy relative to the best compared isomer or geometry (same formula, charge and spin)   0.0 kcal/mol
HOMO level (alpha / beta)   -14.8190 / -15.0725 eV

Geometry as ORCA input:
```
! wB97M-V def2-TZVPD RIJCOSX def2/J DEFGRID3
* xyz 2 3
Au -0.5473 -1.0526 0.3440
C 1.7124 2.4477 2.3771
C 0.4722 1.7205 2.8819
O 0.0118 2.1973 4.1479
P 0.8500 -0.0287 3.1899
O 2.1653 0.0221 4.0464
O -0.3100 -0.6421 4.0589
O 1.0331 -0.8159 1.9260
P -0.9153 1.9332 1.6649
O -2.1823 1.2765 2.3808
O -1.0439 3.3890 1.3723
O -0.6503 1.0917 0.4158
H 2.4985 2.4260 3.1299
H 1.4512 3.4849 2.1638
H 2.0844 1.9902 1.4586
H 0.0835 3.1600 4.1801
H 2.3044 -0.6891 4.6868
H -0.6810 -0.0403 4.7237
H -2.6631 1.8875 2.9562
C -2.0273 3.3201 -1.4299
S -0.2734 3.3298 -1.1708
C 0.2631 5.0154 -1.2315
O 0.4397 2.4886 -2.1397
H -2.2335 3.9182 -2.3174
H -2.4479 3.7320 -0.5162
H -2.3086 2.2779 -1.5584
H 0.0067 5.4556 -0.2678
H -0.2493 5.5127 -2.0556
H 1.3393 4.9945 -1.3910
C -2.0340 -5.1995 -2.8264
N -0.6991 -4.6006 -2.7325
C 0.3652 -4.9276 -3.5243
C 1.4160 -4.1712 -3.1169
N 0.9774 -3.3815 -2.0876
C 1.8291 -2.4364 -1.3677
C -0.3216 -3.6505 -1.8553
Se -1.5229 -2.9343 -0.5996
H -2.0060 -5.9677 -3.5926
H -2.7648 -4.4434 -3.1034
H -2.3064 -5.6508 -1.8754
H 0.2987 -5.6748 -4.2957
H 2.4324 -4.1428 -3.4685
H 2.8485 -2.5709 -1.7167
H 1.7945 -2.6364 -0.2988
H 1.5105 -1.4141 -1.5656
*
```

=====

Repeat the eighth record exactly.
Computed, not measured: C9H21AuN2O8P2SSe as an isolated structure, with ωB97M-V/def2-TZVPD.

Properties
Kohn-Sham gap (alpha / beta)   10.0 / 6.3 eV
Energy relative to the best compared isomer or geometry (same formula, charge and spin)   0.0 kcal/mol
HOMO level (alpha / beta)   -14.8190 / -15.0725 eV

Geometry as ORCA input:
```
! wB97M-V def2-TZVPD RIJCOSX def2/J DEFGRID3
* xyz 2 3
Au -0.5473 -1.0526 0.3440
C 1.7124 2.4477 2.3771
C 0.4722 1.7205 2.8819
O 0.0118 2.1973 4.1479
P 0.8500 -0.0287 3.1899
O 2.1653 0.0221 4.0464
O -0.3100 -0.6421 4.0589
O 1.0331 -0.8159 1.9260
P -0.9153 1.9332 1.6649
O -2.1823 1.2765 2.3808
O -1.0439 3.3890 1.3723
O -0.6503 1.0917 0.4158
H 2.4985 2.4260 3.1299
H 1.4512 3.4849 2.1638
H 2.0844 1.9902 1.4586
H 0.0835 3.1600 4.1801
H 2.3044 -0.6891 4.6868
H -0.6810 -0.0403 4.7237
H -2.6631 1.8875 2.9562
C -2.0273 3.3201 -1.4299
S -0.2734 3.3298 -1.1708
C 0.2631 5.0154 -1.2315
O 0.4397 2.4886 -2.1397
H -2.2335 3.9182 -2.3174
H -2.4479 3.7320 -0.5162
H -2.3086 2.2779 -1.5584
H 0.0067 5.4556 -0.2678
H -0.2493 5.5127 -2.0556
H 1.3393 4.9945 -1.3910
C -2.0340 -5.1995 -2.8264
N -0.6991 -4.6006 -2.7325
C 0.3652 -4.9276 -3.5243
C 1.4160 -4.1712 -3.1169
N 0.9774 -3.3815 -2.0876
C 1.8291 -2.4364 -1.3677
C -0.3216 -3.6505 -1.8553
Se -1.5229 -2.9343 -0.5996
H -2.0060 -5.9677 -3.5926
H -2.7648 -4.4434 -3.1034
H -2.3064 -5.6508 -1.8754
H 0.2987 -5.6748 -4.2957
H 2.4324 -4.1428 -3.4685
H 2.8485 -2.5709 -1.7167
H 1.7945 -2.6364 -0.2988
H 1.5105 -1.4141 -1.5656
*
```